Record 1
The following is a quantum chemistry calculation of 14 unconnected molecules or ions with the total composition C3H34N2O14 at a distorted geometry, from the Open Molecules 2025 dataset.

Summary:
* HOMO: -8.9 eV
* LUMO level: 0.0088 Eh
* electronic energy: -35309.173 eV
* relative energy (zero: lowest compared OMol25 entry of this formula, charge and spin): 132.9 kJ/mol

Structure (XYZ):
```
53
Properties=species:S:1:pos:R:3:forces:R:3:nbo_charge:R:1
C 0.648 0.958 -2.451 2.5 -0.2 1.3 -0.23
C -0.153 1.135 -1.142 -1.2 0.1 -0.7 -0.54
C -1.320 0.187 -1.123 -0.7 0.3 0.3 0.71
N -1.026 -1.103 -1.322 0.8 0.2 0.1 -0.80
O -2.500 0.561 -0.976 0.5 -0.3 -0.3 -0.71
N 1.956 0.334 -2.200 0.2 0.0 -1.3 -0.87
H 0.899 1.941 -2.850 -0.3 0.0 -0.3 0.19
H 0.228 0.323 -3.227 -0.9 0.3 0.2 0.21
H -0.527 2.142 -1.094 -0.4 0.2 -0.1 0.23
H 0.359 1.041 -0.192 0.9 -0.5 -0.2 0.27
H -1.724 -1.802 -1.345 -0.7 -0.5 0.1 0.40
H -0.092 -1.455 -1.187 0.2 0.2 -0.1 0.42
H 2.671 0.935 -1.825 -0.3 0.1 0.4 0.37
H 1.886 -0.533 -1.700 0.1 0.1 0.4 0.37
H -3.811 -0.819 0.905 -0.2 -0.3 0.8 0.48
H -3.580 -0.936 -0.489 -0.6 0.0 -0.2 0.48
O -4.124 -1.386 0.194 0.6 0.6 -0.7 -0.97
H -2.592 2.224 -0.289 0.5 0.2 -0.2 0.52
H -1.722 3.596 -0.285 -0.1 -0.1 -0.7 0.49
O -2.299 3.013 0.212 -0.3 0.1 1.0 -1.02
H 3.434 2.245 1.265 0.7 0.4 -0.3 0.47
H 2.226 1.554 1.652 -0.7 0.3 -0.2 0.50
O 2.816 1.623 0.882 0.5 0.8 0.5 -0.95
H -1.130 -4.160 -0.421 0.4 1.0 0.0 0.52
H -0.414 -4.820 -1.490 0.6 0.2 -0.3 0.48
O -0.265 -4.067 -0.900 -1.0 -1.1 0.0 -1.00
H 1.048 -0.560 2.282 0.3 -0.1 0.3 0.49
H 0.782 0.503 3.351 0.0 0.1 0.0 0.48
O 0.781 -0.446 3.214 -0.4 -0.7 0.0 -1.01
H -1.823 4.582 2.726 -0.3 0.2 0.2 0.48
H -1.283 3.650 1.691 -0.3 0.2 -0.3 0.48
O -0.999 4.348 2.302 0.4 -0.4 0.0 -0.97
H 2.567 -1.364 0.411 -0.5 0.4 0.4 0.49
H 2.668 0.026 1.024 0.2 -0.1 -0.3 0.49
O 2.023 -0.657 0.798 -0.2 -1.2 -0.2 -1.01
H 1.164 -3.155 -1.106 0.3 -0.2 -0.1 0.53
H 2.402 -2.712 -1.993 0.2 -0.4 -1.2 0.48
O 1.922 -2.538 -1.203 -0.4 0.2 1.0 -1.00
H -0.563 3.511 -2.752 0.8 -0.1 0.6 0.46
H -1.463 4.580 -2.811 0.0 0.9 0.6 0.47
O -0.669 4.361 -2.292 -0.9 -0.8 -1.1 -0.93
H 4.878 -2.404 -0.439 2.2 0.3 -1.1 0.46
H 3.541 -2.627 -0.200 -0.2 -0.3 1.1 0.47
O 4.348 -2.425 0.326 -1.7 -0.3 0.0 -0.93
H -0.813 -1.881 2.040 0.2 -0.1 0.0 0.48
H -1.606 -1.907 3.296 0.0 -0.1 0.1 0.48
O -1.522 -2.379 2.460 -0.2 0.1 -0.1 -0.96
H 0.045 2.364 2.345 -0.1 0.1 0.0 0.50
H 1.080 2.879 3.317 0.0 0.1 0.0 0.50
O 0.912 2.154 2.706 0.0 0.3 0.4 -0.97
H -2.983 -3.767 0.703 0.1 0.1 0.1 0.50
H -3.400 -3.047 -0.540 0.0 -0.2 0.3 0.50
O -2.884 -3.820 -0.257 -0.1 -0.2 0.1 -0.99
```
Forces are in eV/Å.

Record 2
The following is a quantum chemistry calculation of a molecular structure, C25H20N7O8S2Ti at a distorted geometry, from the Open Molecules 2025 dataset.

Summary:
* net charge: -1
* HOMO (spin up / spin down): -3.4 / -5.1 eV
* LUMO level (spin up / spin down): 0.0616 / 0.0624 Eh
* electronic energy: -97845.558 eV
* spin multiplicity: 3
* expectation value of S²: 2.032
* relative energy (zero: lowest compared OMol25 entry of this formula, charge and spin): 7.8 kJ/mol

Structure (XYZ):
```
63
Properties=species:S:1:pos:R:3:forces:R:3:nbo_charge:R:1
Ti 0.352 0.254 0.449 0.2 0.3 -0.4 1.67
C -1.752 1.901 -5.109 -0.1 0.1 0.0 -0.75
S -2.207 2.554 -3.497 0.0 -0.1 -0.1 0.25
C -0.786 2.153 -2.509 0.1 0.3 0.1 -0.09
S 0.551 1.342 -3.129 0.1 -0.1 0.0 -0.32
N -0.936 2.704 -1.323 -0.1 0.0 0.0 -0.43
N -0.027 2.343 -0.380 -0.1 -0.2 -0.2 -0.24
C 0.416 3.278 0.369 0.0 0.0 0.1 0.04
C 1.300 2.938 1.482 0.0 0.0 0.0 0.18
C 1.851 3.913 2.304 0.0 0.0 0.0 -0.23
C 2.691 3.525 3.334 0.0 0.1 0.0 -0.15
C 2.967 2.181 3.515 0.0 0.0 0.0 -0.26
C 2.379 1.267 2.655 0.0 0.0 0.0 0.10
N 1.568 1.637 1.671 0.1 -0.1 0.0 -0.47
H -2.607 2.125 -5.748 0.0 -0.1 -0.1 0.21
H -1.576 0.831 -5.068 0.0 0.0 0.0 0.23
H -0.859 2.386 -5.498 0.0 0.0 0.0 0.23
H 0.134 4.312 0.189 0.0 0.0 0.0 0.19
H 1.613 4.953 2.128 0.0 0.0 0.0 0.22
H 3.126 4.268 3.990 0.0 0.0 0.0 0.22
H 3.613 1.837 4.310 0.0 0.0 0.0 0.22
H 2.552 0.203 2.753 0.0 0.0 0.0 0.22
O -0.483 -0.930 -1.018 0.1 -0.3 0.0 -0.60
C 0.077 -1.719 -1.785 0.0 0.2 0.1 0.46
C 1.494 -1.963 -1.863 0.0 -0.1 -0.1 -0.33
C 1.914 -3.024 -2.671 -0.1 0.1 0.1 -0.04
C 3.245 -3.329 -2.768 0.1 -0.2 0.0 -0.09
C 4.216 -2.582 -2.079 -0.1 0.1 0.1 -0.13
C 3.830 -1.528 -1.304 0.1 0.0 -0.1 -0.31
C 2.460 -1.163 -1.167 -0.3 0.1 0.1 0.55
O 2.133 -0.156 -0.453 0.0 -0.2 0.1 -0.73
N 3.659 -4.447 -3.599 0.1 0.2 -0.2 0.54
O 2.801 -5.081 -4.191 0.0 0.0 0.1 -0.41
O 4.854 -4.679 -3.689 0.0 -0.1 0.1 -0.41
H -0.554 -2.306 -2.468 0.0 0.1 0.1 0.16
H 1.186 -3.611 -3.216 0.0 0.0 0.0 0.23
H 5.257 -2.853 -2.177 0.0 0.0 0.0 0.24
H 4.559 -0.929 -0.775 0.0 0.0 0.0 0.22
O -0.980 0.720 1.718 -0.1 -0.1 0.1 -0.74
C -1.064 0.419 2.992 0.0 -0.1 0.0 0.19
C -0.366 -0.638 3.615 0.0 0.0 0.1 -0.25
C -0.544 -0.873 4.990 0.0 0.0 -0.1 -0.12
C 0.109 -1.918 5.615 -0.2 -0.2 0.0 -0.06
C 0.954 -2.778 4.927 0.0 -0.1 -0.1 -0.20
C 1.145 -2.566 3.570 0.0 0.0 0.1 -0.35
C 0.514 -1.517 2.884 0.0 0.0 0.0 0.45
O 0.729 -1.359 1.607 0.1 0.0 0.1 -0.82
N -0.095 -2.123 7.043 0.9 0.7 0.2 0.53
O -0.791 -1.323 7.648 -0.3 -0.2 0.0 -0.41
O 0.555 -2.995 7.599 -0.3 -0.3 0.0 -0.42
H -1.741 1.022 3.593 0.0 0.0 0.0 0.15
H -1.204 -0.237 5.564 0.0 0.0 0.0 0.22
H 1.447 -3.582 5.451 0.0 0.0 0.0 0.23
H 1.811 -3.206 3.003 0.0 0.0 0.0 0.21
N -1.427 -3.310 1.039 0.0 0.0 0.0 -0.33
C -1.781 -3.953 -0.092 -0.1 0.1 0.0 -0.07
C -2.950 -3.367 -0.522 0.1 0.0 0.0 -0.36
C -3.205 -2.360 0.432 0.0 -0.1 -0.1 -0.05
N -2.275 -2.335 1.372 0.0 0.1 0.0 -0.24
H -0.567 -3.390 1.558 0.0 0.0 0.0 0.42
H -1.186 -4.755 -0.495 0.0 0.0 0.0 0.21
H -3.528 -3.616 -1.395 0.0 0.0 0.0 0.22
H -4.015 -1.650 0.462 0.0 0.0 0.0 0.21
```
Forces are in eV/Å.

Record 3
The following is a quantum chemistry calculation of a molecular structure, C24H44BeBr2ClCsFKO12P2SV at a distorted geometry, from the Open Molecules 2025 dataset.

Summary:
* net charge: +1
* HOMO: -8.5 eV
* LUMO level: -0.2518 Eh
* electronic energy: -277836.803 eV

Structure (XYZ):
```
91
Properties=species:S:1:pos:R:3:forces:R:3:lowdin_charge:R:1
C 5.593 -2.453 2.085 -2.0 -0.3 -3.7 0.00
C 4.884 -2.394 0.797 2.2 -0.2 3.0 -0.23
C 3.486 -3.037 0.414 2.4 -2.1 0.5 -0.45
P 2.047 -1.904 -0.185 1.5 -0.8 1.7 0.36
C 1.524 -1.823 1.658 -0.2 -0.7 2.0 -0.36
C 0.738 -0.598 2.226 -0.9 -0.7 2.5 -0.30
C -0.610 -1.175 2.951 1.9 -0.2 -0.7 -0.14
O -1.642 -0.086 2.991 -0.4 -0.8 0.0 -0.56
C -2.855 -0.473 2.284 -2.7 0.4 -1.4 -0.09
C 2.997 -0.243 0.074 1.0 0.5 -0.1 -0.25
C 2.405 1.169 -0.139 1.4 2.3 1.4 -0.21
O 2.861 1.749 -1.439 -1.9 1.9 0.3 -0.13
C 2.254 2.986 -1.699 -1.1 0.0 -2.8 -0.40
O 1.894 3.206 -2.895 1.9 -0.8 3.1 -0.04
C 1.969 4.138 -0.644 0.3 0.4 0.3 -0.15
C 3.221 4.552 0.268 -0.7 0.7 0.6 -0.09
C 2.755 -2.177 -1.945 0.2 -0.4 0.6 -0.33
C 2.492 -1.344 -3.199 4.7 -4.6 -5.4 -0.69
O 3.171 -1.796 -4.187 -2.6 2.4 3.7 -0.12
Br 1.441 0.137 -3.939 0.5 1.1 0.3 0.84
P 0.139 -1.037 -0.909 -2.8 -0.7 -0.9 0.30
S -0.686 -2.245 -2.263 0.7 0.1 -0.4 0.11
H 5.431 -3.262 2.898 0.1 2.0 -0.4 0.00
H 6.407 -1.675 2.265 -0.9 -1.7 -0.3 0.08
H 5.470 -1.833 -0.018 -1.4 -0.5 1.3 0.10
H 3.687 -3.851 -0.424 -0.5 1.5 1.2 0.08
H 3.151 -3.722 1.309 -0.8 3.6 -2.2 -0.04
H 1.304 -3.144 -0.311 -0.2 0.1 -0.3 0.00
H 0.927 -2.792 1.871 0.7 1.4 -0.4 0.09
H 2.460 -1.937 2.327 -1.3 0.3 -1.1 0.10
H 1.320 -0.112 3.095 -0.7 -0.6 -1.5 0.12
H 0.382 0.240 1.576 0.7 -1.3 0.0 -0.03
H -1.026 -2.072 2.363 0.4 1.6 0.9 0.13
H -0.410 -1.449 4.038 -0.4 0.4 -1.5 0.16
H -3.760 0.139 2.645 1.7 -0.7 -0.2 0.11
H -3.146 -1.569 2.452 1.0 1.6 0.1 0.12
H -2.801 -0.292 1.152 0.4 -0.3 1.6 0.11
H 3.906 -0.301 -0.634 -1.1 0.4 1.5 0.10
H 3.319 -0.265 1.181 -0.1 0.0 -1.9 0.11
H 2.927 1.882 0.615 -0.9 -1.4 -0.9 0.13
H 1.316 1.427 -0.017 0.9 -0.9 -0.3 0.09
H 1.681 5.080 -1.238 0.5 -1.7 0.5 0.13
H 1.048 3.920 0.011 1.5 -0.1 -1.0 0.11
H 2.989 5.610 0.661 0.4 -1.6 -0.6 0.09
H 4.202 4.641 -0.299 -1.3 -0.5 0.7 0.10
H 3.289 3.895 1.196 0.3 0.8 -1.4 0.07
H 3.905 -2.191 -1.814 -1.8 0.5 -0.5 0.11
H 2.517 -3.279 -2.199 0.0 2.0 -0.1 0.12
H -0.906 -1.029 0.105 0.9 0.6 -0.3 -0.05
H 0.145 0.242 -1.479 -0.2 0.4 0.4 -0.09
C -3.323 3.602 -0.321 -0.2 -0.2 0.0 0.09
C -4.425 4.352 -0.303 0.7 -0.5 0.5 -0.24
C -4.514 5.620 -1.084 1.3 0.5 -0.6 -0.34
O -5.552 6.277 -1.062 0.6 0.5 0.2 -0.15
C -3.342 6.036 -1.853 -0.8 0.0 0.4 0.10
C -2.234 5.285 -1.870 0.9 0.8 -1.0 -0.20
C -2.155 4.005 -1.112 0.2 -0.6 -0.1 -0.30
O -1.139 3.336 -1.161 0.0 0.4 0.1 0.11
O -1.141 5.658 -2.577 -0.9 -0.9 1.0 0.13
O -5.526 3.978 0.440 4.7 -0.5 2.0 -0.30
H -3.246 2.679 0.239 0.0 0.0 -0.1 0.13
H -3.415 6.965 -2.401 0.0 -0.1 0.0 0.15
H -0.478 4.951 -2.431 0.0 0.1 -0.2 0.11
H -6.198 4.681 0.287 8.1 0.3 6.0 -0.39
K 4.103 -5.250 1.697 1.8 -2.3 1.1 0.97
Be 3.735 1.481 -4.582 0.9 -1.1 2.9 0.82
Br -0.910 1.829 2.671 -1.0 -0.2 0.2 0.83
F 5.865 -3.274 4.892 -0.4 -0.3 -0.7 -0.76
O -4.440 2.824 -4.516 0.9 -1.4 1.8 -0.72
V -3.708 1.637 -3.470 0.2 -0.1 -0.3 0.82
O -2.984 0.457 -2.409 -1.0 1.9 -0.9 -0.72
Cl 6.081 1.283 -3.158 -2.8 0.3 -1.8 -0.26
C -6.321 -2.317 4.531 0.2 0.0 0.2 -0.06
C -6.048 -3.207 3.328 -0.7 0.3 0.0 -0.51
C -6.338 -2.480 2.023 0.2 -0.1 -0.3 -0.06
O -6.857 -4.376 3.410 0.3 -0.1 0.0 -0.04
H -7.373 -2.015 4.562 0.1 0.0 -0.1 0.08
H -6.119 -2.855 5.460 0.1 0.0 -0.1 0.08
H -5.700 -1.417 4.506 -0.1 0.0 0.0 0.07
H -5.004 -3.534 3.342 -0.1 -0.2 0.0 0.13
H -7.390 -2.184 1.967 0.1 0.1 0.1 0.08
H -6.149 -3.135 1.169 0.1 0.1 0.1 0.09
H -5.718 -1.585 1.923 -0.1 0.0 0.0 0.06
H -7.783 -4.099 3.398 0.1 -0.1 0.0 0.09
Cs -7.392 4.590 -0.627 -14.5 -0.1 -8.6 1.89
C 5.579 -4.786 -5.368 -0.2 0.2 0.2 -0.16
O 6.068 -3.891 -4.379 0.0 0.1 0.2 -0.13
H 6.427 -5.219 -5.898 0.0 0.1 0.1 0.08
H 5.005 -5.585 -4.892 0.0 -0.1 -0.2 0.07
H 4.948 -4.245 -6.076 0.0 -0.2 -0.1 0.08
H 5.299 -3.522 -3.926 0.2 0.0 -0.2 0.05
```
Forces are in eV/Å.

Question: Which value of electronic energy does entry 1 give?
Answer: -35309.173 eV

Question: The lowest electronic energy belongs to which entry?
Answer: C24H44BeBr2ClCsFKO12P2SV

Question: Which of these has the lowest electronic energy?
Answer: C24H44BeBr2ClCsFKO12P2SV